# 1
# C34H38IrN4O5Te

C34H38IrN4O5Te as an isolated structure in a non-equilibrium geometry (the ωB97M-V functional and the def2-TZVPD basis, OMol25).

```
83
Properties=species:S:1:pos:R:3:forces:R:3
H -6.0839 -0.6695 3.0042 -0.020 -0.003 0.017
C -3.1872 -1.0512 -4.4706 0.026 0.034 -0.080
C 3.2860 1.7453 2.3314 0.023 0.070 0.008
C -3.6448 1.6386 2.5675 -0.026 -0.015 -0.010
C -2.1038 -1.2447 0.7274 -0.603 0.462 0.415
H -2.8317 -1.6273 -1.6742 0.020 -0.002 -0.202
C 0.3792 2.6548 0.1173 -0.029 0.056 0.023
C -3.5292 0.7717 -2.7733 0.002 -0.026 -0.005
H 2.5945 -6.0777 -3.1028 0.012 -0.013 -0.012
H 4.9033 2.9682 2.9942 0.022 -0.002 -0.001
C -1.7758 1.0000 -4.5533 -0.050 0.035 0.050
H -1.2713 1.7730 -3.9734 0.061 0.039 0.052
H -5.5445 1.6754 3.5620 -0.019 0.013 0.006
C 2.4742 -5.5113 -2.1909 -0.056 -0.049 0.054
H -1.2202 0.0428 -2.0066 0.087 0.168 -0.154
H 2.1591 -0.1277 -3.0240 0.021 0.004 -0.023
C -3.0484 -0.4480 1.5322 0.131 0.025 0.060
C 1.4322 1.2136 -1.5195 0.026 -0.018 -0.121
C 1.3822 -4.6694 -2.0741 0.114 -0.111 0.040
C 3.2085 3.1939 4.2791 -0.023 -0.008 -0.006
C 3.8740 4.1836 5.1923 0.028 0.046 0.028
C 0.9512 1.4370 -0.2307 -0.014 -0.095 0.153
N -1.0067 -0.8354 0.1717 0.449 -0.160 0.432
N -1.4521 -0.5792 -2.7794 -0.003 -0.331 0.295
H -3.0436 1.5688 -2.2060 0.018 0.025 -0.001
C 0.2493 3.6643 -0.8208 0.017 0.033 -0.054
H -0.8235 2.2994 3.8724 0.006 -0.002 -0.011
C 1.9077 2.7773 4.5101 0.050 -0.004 -0.002
N -1.9188 -1.7695 -2.1215 -0.231 -0.036 -1.022
C -0.1357 1.4665 4.0384 -0.141 -0.100 0.003
Te 1.0809 -0.0671 1.2560 0.067 -0.005 -0.256
H -4.3096 1.2192 -3.3891 -0.024 0.004 -0.024
O 0.1979 -3.0568 1.1718 -0.327 0.105 -0.053
C 3.0791 -4.9202 0.0538 -0.141 0.154 0.024
C 1.9655 1.3524 2.5834 -0.025 -0.035 0.149
C -4.2521 -1.0028 1.9510 0.027 -0.086 0.060
Ir -0.7564 -2.6109 -0.7135 0.552 -0.089 1.074
H -1.8266 1.3094 1.4761 0.006 -0.018 -0.015
H 3.6337 1.5371 0.2180 -0.016 0.016 -0.013
H 1.5335 -0.9484 -1.6048 0.023 0.076 -0.026
H 0.0458 2.8302 1.1325 -0.013 -0.019 0.050
C -2.5028 0.0259 -3.6328 -0.023 0.165 0.112
H 4.2009 -6.2779 -1.1717 0.041 0.013 -0.011
H -1.0298 0.4723 -5.1456 0.008 -0.027 -0.017
C 1.9626 -4.0981 0.0803 -0.033 0.215 0.219
H -3.4105 2.6686 2.8012 -0.010 0.028 0.013
C 1.4379 -3.3502 1.2965 0.507 -0.368 -0.227
C 0.7279 3.4614 -2.1076 -0.029 0.013 0.058
H -0.2082 4.6044 -0.5442 -0.008 0.024 0.002
H -3.8297 -0.5708 -5.2078 -0.006 0.016 -0.018
C -5.1478 -0.2367 2.6790 -0.013 -0.015 0.009
C 0.2787 -4.5636 -3.1042 -0.309 0.449 -0.081
C 2.0938 -0.0697 -1.9395 -0.112 -0.161 0.034
H 3.8735 3.8277 6.2231 -0.008 -0.015 0.010
H -2.4556 -1.6585 -5.0055 0.046 -0.013 0.010
C -4.8446 1.0807 2.9905 0.004 0.033 0.021
O 2.1683 -3.0951 2.2460 -0.195 -0.044 -0.128
H -4.0200 0.1051 -2.0589 -0.029 -0.012 -0.001
H 4.1312 0.1317 1.1602 -0.035 -0.021 0.038
H 0.6460 4.2432 -2.8505 0.004 0.028 -0.015
H 3.6955 -4.9985 0.9373 0.007 -0.003 0.021
C 3.8812 2.6628 3.1866 0.013 -0.005 -0.011
H 1.3661 3.1704 5.3633 -0.016 0.008 0.039
H 5.0951 1.6049 1.1965 0.008 -0.007 -0.001
H 3.3537 5.1424 5.1793 -0.020 0.006 -0.009
O -2.4022 -2.4757 0.3963 -0.427 0.317 -0.350
H -2.4834 1.4882 -5.2240 -0.019 0.021 -0.014
H -0.5135 0.6164 3.4689 0.069 0.024 0.006
O -0.6489 -3.7561 -2.7328 -0.216 -1.028 0.030
C 3.3454 -5.6182 -1.1149 -0.054 -0.047 -0.021
H -4.4715 -2.0342 1.7107 -0.001 -0.013 -0.022
N 1.1735 -3.9489 -0.9776 0.639 0.354 -0.604
C -2.7515 0.8767 1.8362 -0.025 0.053 -0.091
C 4.0760 1.2226 1.1659 0.080 -0.027 -0.112
O 0.3323 -5.1922 -4.1436 0.242 -0.155 -0.083
H 4.9071 4.3593 4.8973 0.013 0.001 -0.005
H -3.8212 -1.7124 -3.8787 -0.015 0.008 0.021
H -0.2032 1.1985 5.0929 0.011 0.022 0.024
C 1.3199 2.2550 -2.4392 0.012 -0.020 -0.094
H 3.1044 -0.1471 -1.5312 0.010 -0.002 0.032
H -1.9851 -2.4819 -2.8577 -0.053 0.027 0.244
H 1.7134 2.1082 -3.4379 -0.040 -0.015 -0.025
C 1.2734 1.8540 3.6835 -0.048 0.037 0.099
```
Forces are in eV/Å.

Calculated values
- highest occupied orbital energy (spin up / spin down) (eV) = -7.63 / -7.65
- multiplicity = 2
- charge = 0
- ⟨S²⟩ = 0.768
- LUMO (spin up / spin down) (eV) = -0.04 / -2.15

Atomic partial charges in e from the Mulliken method, atoms 1 to 5: 0.424, -1.978, 0.582, -0.813, 0.487


# 2
# C27H19AsClIN2O7SV

C27H19AsClIN2O7SV as an isolated structure (the ωB97M-V functional and the def2-TZVPD basis, OMol25).

```
60
Properties=species:S:1:pos:R:3:forces:R:3
C 1.4659 -4.1149 0.1948 -0.006 0.003 0.017
H -0.0396 -3.2931 1.4960 -0.002 0.000 -0.001
C -2.7836 2.6939 1.8687 0.001 0.001 -0.042
H 1.8017 -3.3445 -3.0809 0.006 -0.006 0.001
O -1.2877 2.1712 -0.8358 -0.013 -0.032 -0.016
H -2.1187 -1.8142 -0.8011 0.009 -0.023 -0.008
O -2.8914 0.4805 -0.7508 0.025 0.277 -0.060
H -1.5592 0.7081 -5.6294 -0.001 0.002 0.005
C 0.2681 -2.5634 -1.8144 -0.011 0.008 -0.026
V -0.6763 0.2797 -0.5202 -0.215 -0.569 0.056
C 3.3145 -0.0992 -0.9650 -0.051 0.000 -0.045
C 4.2354 -0.4244 3.1441 0.027 0.005 -0.024
C 1.9166 0.0122 3.5339 0.033 0.007 0.015
C 2.6438 -0.0866 1.3635 -0.030 0.014 0.015
S -2.7811 1.9552 -0.8519 0.056 -0.106 -0.026
C 4.6512 -0.3172 -0.5704 0.038 -0.007 -0.023
N -1.3102 -1.6858 -0.1968 0.074 0.022 -0.068
H 5.4252 -0.3922 -1.3205 -0.005 0.003 -0.003
H 2.8389 -4.7329 -1.3319 -0.001 0.001 -0.001
C -0.3230 -1.6662 -2.8401 -0.016 0.011 0.004
H 5.2436 -0.6167 3.4837 0.000 -0.001 -0.006
C -1.2383 0.4478 -3.5255 0.018 -0.032 0.009
C 3.2110 -0.2640 4.0277 -0.042 0.000 0.015
H -5.0827 3.4319 -0.5102 -0.007 0.006 0.003
C -1.2170 0.0367 -4.8517 -0.009 0.022 0.000
As -1.1705 1.7342 2.2949 0.024 0.038 0.102
H 0.0048 -3.0813 -4.4222 0.001 0.001 -0.005
I 2.8847 0.1038 -2.9852 0.025 0.007 -0.003
H -0.7765 -1.5725 -6.2039 0.001 -0.002 0.001
H 3.3769 -0.3271 5.0942 -0.005 0.000 -0.001
Cl 6.6166 -0.7412 1.1935 -0.006 0.000 -0.007
H -6.1430 4.5585 1.4223 0.001 0.001 0.003
C -5.2045 4.0364 1.5528 -0.005 0.000 -0.017
H -1.6004 1.4429 -3.3038 0.001 0.002 -0.008
C -3.3815 3.3314 2.9457 -0.014 0.006 -0.002
O 1.0312 0.1182 -0.3797 0.226 0.554 -0.061
C -4.6196 3.4011 0.4653 0.015 -0.008 0.012
C 1.3756 -3.3628 -2.0863 0.013 -0.009 0.014
C -4.5878 4.0030 2.7898 0.004 0.001 0.015
C 1.9695 -4.1332 -1.0967 -0.005 0.010 -0.025
C -0.3316 -2.0822 -4.1721 -0.001 -0.003 0.020
O -1.2590 0.3538 1.3208 -0.020 -0.084 0.032
H 1.9324 -4.7024 0.9742 -0.002 0.000 0.000
O -0.9735 1.4909 3.8894 -0.011 0.010 -0.050
O -3.4552 2.5610 -1.9521 0.000 0.008 -0.005
C 2.3202 -0.0098 -0.0278 -0.060 -0.172 0.070
H -2.8964 3.2801 3.9127 0.004 -0.002 -0.001
H -1.5941 -1.7308 0.7780 0.007 0.035 0.011
O 0.0979 2.7491 1.6250 -0.009 0.028 0.002
C -0.2246 -2.5753 -0.5114 -0.053 -0.015 0.052
C -0.7737 -1.2364 -5.1748 0.007 -0.013 -0.016
N 1.6412 0.0957 2.2569 0.007 0.008 -0.028
C -0.7993 -0.3860 -2.4988 -0.044 0.049 0.067
C -3.4177 2.7265 0.6223 0.004 -0.006 0.024
C 0.3607 -3.3300 0.4896 0.019 -0.014 -0.003
H 0.9057 2.5622 2.1219 0.000 -0.020 -0.003
H 1.0830 0.1964 4.2052 -0.004 -0.006 0.003
H -5.0414 4.4961 3.6394 -0.002 0.000 -0.003
C 3.9769 -0.3272 1.7576 0.007 -0.014 -0.005
C 4.9659 -0.4450 0.7471 0.000 0.001 0.024
```
Forces are in eV/Å.

Calculated values
- highest occupied orbital energy (spin up / spin down) (eV) = -8.65 / -8.66
- multiplicity = 2
- charge = 0
- ⟨S²⟩ = 0.767
- LUMO (spin up / spin down) (eV) = -1.29 / -0.79

Atomic partial charges in e from the Mulliken method, atoms 1 to 5: -0.655, 0.391, -0.224, 0.433, -0.636


# 3
# C8H12N4S

An isolated ion of composition C8H12N4S and charge +2 in a non-equilibrium geometry (the ωB97M-V functional and the def2-TZVPD basis, OMol25).

```
25
Properties=species:S:1:pos:R:3:forces:R:3
H -2.9624 -2.0472 -1.0721 0.747 0.603 0.414
C -2.0603 -1.4186 -1.2483 -3.946 -2.717 2.098
C -0.2672 -0.1229 -0.5393 1.467 -1.733 0.338
H 1.4780 -2.2621 0.3738 -0.411 -0.683 -0.752
S 2.0905 2.0046 2.2201 -2.821 -0.502 -2.301
C -1.7471 -1.2712 -2.5083 0.781 1.021 -5.426
C 0.5390 1.6725 0.8481 3.230 1.348 0.370
H -0.9971 3.0738 1.6656 1.303 -1.234 -0.548
H 2.6196 -1.9960 1.7420 -1.562 -0.384 -1.586
N -0.7875 2.0628 1.3588 -0.311 2.749 0.363
H -2.3598 -1.6632 -3.3988 0.901 0.430 1.802
C 0.1885 -0.0072 -1.8358 0.548 0.557 -0.744
N 0.6230 0.2450 0.5255 0.616 3.120 1.945
H 0.6378 2.3627 -0.0285 0.646 -0.907 0.590
N 2.2207 0.2851 2.2004 0.414 0.009 0.395
H 1.1844 0.4203 -2.0068 -0.564 0.080 -0.216
H -1.7585 -0.9996 0.7345 -0.061 -0.131 1.453
C -0.6319 -0.4869 -2.8371 -0.599 -0.313 -0.628
H -1.4116 1.9696 0.5818 -1.198 -0.785 -0.621
N 1.8113 -1.7066 1.1177 2.135 0.934 2.508
C 1.5585 -0.4184 1.2696 -0.224 -0.431 -0.482
H 2.9788 -0.0724 2.8169 -0.936 -0.095 -0.890
C -1.3713 -0.8633 -0.2305 -0.075 0.536 0.341
H -1.0325 1.5427 2.1483 -0.983 -1.575 1.562
H -0.5427 -0.3034 -3.8976 0.904 0.104 0.018
```
Forces are in eV/Å.

Calculated values
- SMILES string = [NH2+]=C1NS[C@H]([NH3+])N1c1ccccc1
- highest occupied orbital energy (eV) = -16.52
- charge = +2
- LUMO (eV) = -8.01

Atomic partial charges in e from the Mulliken method, atoms 1 to 5: 0.350, -0.562, -0.459, 0.232, 0.105


ΔE to the lowest compared entry with this formula, charge and spin: 35.4; 18.8; 3.8 (kcal/mol)